Here is the molecule C4H7NO2 at a distorted geometry from the Open Molecules 2025 dataset. Energies are from ωB97M-V with the def2-TZVPD basis set.

Cartesian coordinates (Å):
1 C -0.968 -0.347 -0.780
2 C 0.040 0.993 0.871
3 N -0.891 1.700 1.305
4 O 0.514 -0.093 1.514
5 C 1.131 -0.921 0.520
6 C 0.645 -0.204 -0.730
7 O 0.875 1.141 -0.399
8 H -1.577 -0.679 0.089
9 H -1.441 0.581 -1.143
10 H -1.059 -1.111 -1.524
11 H -1.307 2.373 0.672
12 H 2.216 -0.926 0.689
13 H 0.722 -1.930 0.580
14 H 1.100 -0.577 -1.664

Computed properties:
- relative energy (zero: lowest compared OMol25 entry of this formula, charge and spin) (eV) = 2.6408
- orbital gap (eV) = 11.2
- SMILES string = [H]/N=C1/OC[C@@H](C)O1
- lowest unoccupied orbital energy (eV) = 0.892
- DFT total energy (eV) = -9844.63889
- charge = 0


Here is the molecule C4H7NO2 from the Open Molecules 2025 dataset. Energies are from ωB97M-V with the def2-TZVPD basis set.

Cartesian coordinates (Å):
1 N 1.783 0.147 1.981
2 C 0.788 0.693 1.224
3 O 0.181 1.696 1.553
4 C 0.496 0.009 -0.101
5 C -0.997 -0.217 -0.271
6 C -1.630 -0.296 -1.586
7 O -1.377 -1.469 -0.826
8 H 2.031 0.614 2.847
9 H 2.102 -0.798 1.838
10 H 1.024 -0.943 -0.223
11 H 0.893 0.696 -0.858
12 H -1.604 0.111 0.573
13 H -1.014 -0.171 -2.477
14 H -2.680 -0.033 -1.703

Computed properties:
- relative energy (zero: lowest compared OMol25 entry of this formula, charge and spin) (eV) = 1.4709
- orbital gap (eV) = 10.9
- SMILES string = NC(=O)C[C@H]1CO1
- lowest unoccupied orbital energy (eV) = 0.881
- DFT total energy (eV) = -9845.80881
- charge = 0


Here is the molecule C4H7NO2 at a distorted geometry from the Open Molecules 2025 dataset. Energies are from ωB97M-V with the def2-TZVPD basis set.

Cartesian coordinates (Å):
1 C 0.459 0.583 -1.477
2 C -0.536 0.226 -0.379
3 C -0.177 -0.746 1.440
4 C -0.130 0.728 0.962
5 H 2.452 -0.020 -1.100
6 H 0.839 1.746 -1.362
7 H 0.250 0.153 -2.415
8 H -1.659 0.403 -0.494
9 H -1.700 -1.195 0.227
10 H -1.046 -0.827 2.036
11 H 0.693 -1.176 1.746
12 N -0.658 -1.155 0.081
13 O 1.375 -0.441 -0.871
14 O -0.160 1.720 1.608

Computed properties:
- relative energy (zero: lowest compared OMol25 entry of this formula, charge and spin) (eV) = 5.1654
- orbital gap (eV) = 9.8
- SMILES string = O=C1CN[C@@H]1CO
- lowest unoccupied orbital energy (eV) = 0.450
- DFT total energy (eV) = -9842.11430
- charge = 0


Here is the molecule C4H7NO2 from the Open Molecules 2025 dataset. Energies are from ωB97M-V with the def2-TZVPD basis set.

Cartesian coordinates (Å):
1 C -1.690 -1.302 -0.248
2 C -0.598 -0.376 0.126
3 N -0.708 0.732 0.775
4 O -2.028 0.986 1.095
5 C 0.682 -0.518 -0.557
6 C 2.511 0.695 -0.390
7 O 1.656 -0.227 0.281
8 H -2.546 -0.767 -0.665
9 H -1.292 -2.008 -0.981
10 H -2.005 -1.833 0.652
11 H -1.987 1.838 1.549
12 H 2.130 0.747 -1.412
13 H 3.553 0.398 -0.358
14 H 2.322 1.635 0.132

Computed properties:
- relative energy (zero: lowest compared OMol25 entry of this formula, charge and spin) (eV) = 5.8441
- orbital gap (eV) = 8.5
- lowest unoccupied orbital energy (eV) = 0.135
- DFT total energy (eV) = -9841.43558
- charge = 0


Here is the molecule C4H7NO2 from the Open Molecules 2025 dataset. Energies are from ωB97M-V with the def2-TZVPD basis set.

Cartesian coordinates (Å):
1 O -1.452 1.184 -1.285
2 C -1.098 -0.136 -0.929
3 C 0.199 -0.217 -0.151
4 C 0.406 0.758 0.942
5 N -0.456 1.191 1.777
6 C 1.145 -1.122 -0.429
7 O 2.272 -1.338 0.285
8 H -1.477 1.713 -0.476
9 H -1.914 -0.614 -0.363
10 H -0.999 -0.685 -1.871
11 H 1.407 1.206 1.012
12 H 2.236 -0.827 1.106
13 H -1.346 0.698 1.654
14 H 1.077 -1.810 -1.269

Computed properties:
- relative energy (zero: lowest compared OMol25 entry of this formula, charge and spin) (eV) = 2.2025
- orbital gap (eV) = 9.8
- SMILES string = [H]/N=C\C(=C/O)CO
- lowest unoccupied orbital energy (eV) = 0.487
- DFT total energy (eV) = -9845.07720
- charge = 0


Here is the molecule C4H7NO2 at a distorted geometry from the Open Molecules 2025 dataset. Energies are from ωB97M-V with the def2-TZVPD basis set.

Cartesian coordinates (Å):
1 O 2.246 -0.240 0.131
2 C 1.245 0.294 -0.696
3 C -0.128 0.066 -0.105
4 C -0.488 -1.139 0.660
5 N -0.194 0.073 1.361
6 C -1.326 0.663 -0.757
7 O -2.291 1.065 -0.149
8 H 1.997 0.006 1.038
9 H 1.386 1.375 -0.860
10 H 1.325 -0.201 -1.670
11 H 0.142 -2.002 0.774
12 H -1.610 -1.350 0.464
13 H -1.054 0.558 1.636
14 H -1.260 0.842 -1.836

Computed properties:
- relative energy (zero: lowest compared OMol25 entry of this formula, charge and spin) (eV) = 2.4246
- orbital gap (eV) = 11.0
- SMILES string = O=C[C@]1(CO)CN1
- lowest unoccupied orbital energy (eV) = 0.724
- DFT total energy (eV) = -9844.85508
- charge = 0


Here is the molecule C4H7NO2 at a distorted geometry from the Open Molecules 2025 dataset. Energies are from ωB97M-V with the def2-TZVPD basis set.

Cartesian coordinates (Å):
1 O 0.993 -1.647 -0.569
2 C 0.164 -0.852 -0.199
3 N -0.934 -1.357 0.530
4 C -1.963 -0.651 1.088
5 O -2.945 -1.145 1.581
6 C 0.237 0.608 -0.574
7 C 1.670 1.172 -0.474
8 H -0.962 -2.364 0.415
9 H -1.847 0.439 1.073
10 H -0.408 1.224 0.040
11 H -0.090 0.596 -1.608
12 H 1.656 2.099 0.108
13 H 2.355 0.496 0.038
14 H 2.074 1.380 -1.448

Computed properties:
- relative energy (zero: lowest compared OMol25 entry of this formula, charge and spin) (eV) = 0.3813
- orbital gap (eV) = 11.1
- SMILES string = CCC(=O)NC=O
- lowest unoccupied orbital energy (eV) = 0.735
- DFT total energy (eV) = -9846.89835
- charge = 0


Here is the molecule C4H7NO2 from the Open Molecules 2025 dataset. Energies are from ωB97M-V with the def2-TZVPD basis set.

Cartesian coordinates (Å):
1 C -2.320 0.136 -0.198
2 C -0.661 -0.487 -0.579
3 N -0.688 0.838 -0.505
4 O 0.194 -1.191 0.221
5 C 1.380 -0.559 0.708
6 C 2.139 0.123 -0.423
7 O 2.750 1.153 -0.284
8 H -2.597 -0.741 0.398
9 H -2.629 1.030 0.360
10 H -2.786 0.105 -1.177
11 H -0.122 1.256 0.260
12 H 1.232 0.145 1.536
13 H 1.998 -1.387 1.072
14 H 2.107 -0.421 -1.390

Computed properties:
- relative energy (zero: lowest compared OMol25 entry of this formula, charge and spin) (eV) = 5.9228
- orbital gap (eV) = 9.1
- lowest unoccupied orbital energy (eV) = 0.721
- DFT total energy (eV) = -9841.35692
- charge = 0


Question: Look up the DFT total energy of the first one.
Answer: -9844.63889 eV